Entry 1:
47
Properties=species:S:1:pos:R:3:mulliken_charge:R:1 method="wB97M-V/def2-TZVPD" homo_ev=-11.89 total_charge=+1 spin_multiplicity=1 homo_lumo_gap_ev=1.2 energy_ev=-99347.7172
Al -8.280 -5.571 17.252 0.9990
C -7.017 -2.421 24.811 0.6642
F -5.964 -2.845 24.044 -0.1960
F -6.844 -2.575 26.117 -0.1669
F -7.178 -1.085 24.453 -0.1895
S -8.523 -3.526 24.409 1.1201
O -8.367 -4.800 25.084 -0.4053
O -9.709 -2.721 24.881 -0.3721
O -8.578 -3.634 22.959 -0.4210
C -7.806 0.402 11.424 0.6674
F -8.912 0.675 12.163 -0.1997
F -8.163 -0.630 10.699 -0.2024
F -7.397 1.353 10.569 -0.1802
S -6.334 -0.170 12.598 1.0921
O -5.293 -0.510 11.659 -0.3966
O -6.021 0.981 13.424 -0.3967
O -6.852 -1.329 13.354 -0.4169
O -5.136 -13.732 18.857 -0.5928
S -4.652 -12.960 17.708 1.1041
O -5.224 -11.633 17.521 -0.6015
O -3.059 -12.831 17.938 -0.2702
C -2.240 -13.914 17.877 -0.0867
C -0.919 -13.580 18.565 -1.3387
C -4.719 -14.032 16.109 -0.9305
H -1.901 -13.992 16.844 0.2236
H -2.762 -14.801 18.235 0.3985
H -0.132 -14.310 18.377 0.3917
H -1.173 -13.469 19.619 0.3235
H -0.324 -12.786 18.113 0.3290
H -5.741 -13.945 15.740 0.3648
H -4.590 -15.080 16.378 0.3456
H -3.941 -13.810 15.378 0.3395
O -11.441 -10.386 20.838 -0.5881
S -12.225 -11.305 21.685 1.0932
O -13.476 -10.933 22.387 -0.5554
O -12.381 -12.745 20.845 -0.2887
C -13.144 -13.758 21.404 -0.2852
C -14.299 -14.279 20.473 -1.2007
C -11.043 -11.960 22.954 -0.8815
H -13.624 -13.480 22.342 0.3860
H -12.367 -14.476 21.669 0.3442
H -13.857 -14.692 19.566 0.3083
H -15.095 -13.546 20.346 0.3071
H -14.844 -15.086 20.962 0.3711
H -10.676 -11.235 23.680 0.3601
H -10.198 -12.469 22.491 0.3265
H -11.660 -12.647 23.534 0.3033

=====

Entry 2:
21
Properties=species:S:1:pos:R:3:mulliken_charge:R:1 method="wB97M-V/def2-TZVPD" homo_ev=-1.02 total_charge=-1 spin_multiplicity=1 homo_lumo_gap_ev=4.2 energy_ev=-10419.3855
C 0.617 -1.132 -1.123 0.0401
N 1.437 -0.348 -2.072 -0.6785
C 3.419 -1.201 0.606 -0.3481
O 3.627 -1.929 -0.352 -0.4126
C -0.707 -0.612 -0.577 -0.7762
C -0.565 0.583 0.363 -0.2643
C -1.863 0.933 1.082 -0.7078
N -1.633 2.454 1.575 -0.6484
H 1.250 -1.297 -0.247 -0.3232
H 0.385 -2.111 -1.544 0.2272
H 1.026 0.582 -2.080 0.2589
H 2.464 -1.577 1.281 -0.1111
H 2.345 -0.263 -1.627 0.3604
H -1.145 -1.454 -0.036 0.3442
H -1.421 -0.382 -1.386 0.3014
H -0.183 1.454 -0.166 0.3265
H 0.173 0.305 1.123 0.1824
H -2.718 0.720 0.416 0.3086
H -2.071 2.247 0.635 0.3007
H -2.454 2.683 2.136 0.2244
H -1.984 0.346 1.994 0.3954

=====

Entry 3:
13
Properties=species:S:1:pos:R:3:mulliken_charge:R:1 method="wB97M-V/def2-TZVPD" homo_ev=-10.58 spin_multiplicity=1 homo_lumo_gap_ev=11.3 smiles="[H]/N=C/OCCC#N" energy_ev=-9271.7493
N -1.942 0.606 -1.059 -0.5853
C -1.548 0.418 0.121 0.0957
O -1.017 -0.760 0.547 -0.4188
C 0.203 -1.168 -0.048 -0.4603
C 1.373 -0.354 0.541 -0.4272
C 1.702 0.849 -0.232 0.2492
N 1.977 1.782 -0.858 -0.4161
H -2.304 1.556 -1.126 0.2611
H -1.599 1.148 0.934 0.4362
H 0.161 -1.082 -1.138 0.3754
H 0.323 -2.218 0.225 0.2823
H 1.101 -0.059 1.561 0.2735
H 2.277 -0.967 0.614 0.3344

=====

Entry 4:
84
Properties=species:S:1:pos:R:3:mulliken_charge:R:1 method="wB97M-V/def2-TZVPD" homo_ev="-13.29 / -11.89" total_charge=+2 spin_multiplicity=1 homo_lumo_gap_ev="6.8 / 4.9" energy_ev=-138203.0852
C -0.715 6.961 -5.757 -0.3627
C -1.001 5.593 -5.971 0.5825
C -1.183 5.246 -7.338 -0.2513
C -1.174 6.239 -8.329 -0.3469
N -0.959 7.523 -8.081 -0.5246
C -0.727 7.874 -6.826 -0.3416
C -1.108 4.646 -4.839 0.1669
C -1.146 3.871 -3.886 -1.5329
C -0.798 2.733 -3.118 0.0142
C 0.288 2.716 -2.181 -1.4838
C 0.900 1.506 -1.855 -0.4607
C 0.386 0.288 -2.349 0.5596
C -0.800 0.256 -3.002 1.8087
C -1.472 1.466 -3.391 0.6296
Be -1.374 1.562 -1.670 -0.2436
P 2.045 -0.854 -1.175 0.9814
H -1.350 4.185 -7.598 0.3778
H -0.503 7.292 -4.726 0.3722
H -1.359 5.956 -9.362 0.3694
H -0.546 8.923 -6.618 0.3740
H -2.440 1.567 -3.908 0.7735
H 0.736 3.666 -1.881 0.6224
H -1.331 -0.704 -3.143 -1.4057
H 1.837 1.535 -1.354 -0.0419
C 2.350 -2.196 0.028 -0.4694
C 3.170 -3.333 -0.573 -1.4674
H 1.356 -2.553 0.327 0.5569
H 2.832 -1.756 0.909 0.5813
H 3.533 -3.970 0.240 0.4162
H 2.563 -3.952 -1.245 0.2930
H 4.045 -2.965 -1.131 0.3357
C 2.440 -1.380 -2.879 0.3069
C 2.937 -0.233 -3.731 -1.3521
H 1.493 -1.753 -3.241 -0.8366
H 3.113 -2.231 -2.811 0.8950
H 2.737 -0.474 -4.780 0.4206
H 2.429 0.714 -3.548 0.1851
H 4.008 -0.053 -3.610 0.3361
C 3.439 0.336 -0.684 -0.4553
C 4.822 -0.272 -0.654 -1.4929
H 3.203 0.765 0.304 0.2569
H 3.512 1.195 -1.361 0.6225
H 5.559 0.522 -0.473 0.4550
H 4.919 -1.009 0.147 0.3397
H 5.077 -0.746 -1.609 0.2745
Br -0.741 -1.924 -0.857 -0.3533
P -2.213 -2.596 -3.500 0.1933
C -0.524 -3.173 -3.775 1.2140
C -0.310 -4.658 -4.117 -1.6233
H -0.021 -2.950 -2.820 -0.7113
H -0.019 -2.554 -4.547 0.3838
H 0.748 -4.875 -4.319 0.4009
H -0.612 -5.321 -3.299 0.3700
H -0.880 -4.898 -5.011 0.4245
C -3.468 -2.935 -2.238 0.0381
C -4.717 -3.733 -2.695 -1.3310
H -3.779 -1.979 -1.796 0.0570
H -2.958 -3.453 -1.418 0.4575
H -5.342 -4.008 -1.836 0.4184
H -5.349 -3.139 -3.359 0.3458
H -4.417 -4.644 -3.192 0.3636
C -2.660 -1.224 -4.605 -0.2893
C -3.060 -1.541 -6.038 -1.4577
H -1.788 -0.622 -4.831 0.3613
H -3.381 -0.605 -4.066 0.6155
H -3.398 -0.611 -6.512 0.4120
H -2.172 -1.873 -6.587 0.3262
H -3.845 -2.288 -6.050 0.3943
N -3.568 0.687 0.052 -0.3630
C -2.597 1.319 0.807 0.2967
N -1.311 1.315 0.569 0.1815
C -0.548 1.756 1.624 -0.7249
C 0.818 1.551 1.960 0.2914
C 1.385 2.060 3.136 -0.7370
C 0.573 2.776 4.046 -0.5429
C -0.788 2.888 3.802 -0.5089
C -1.339 2.378 2.648 0.6008
S -3.058 2.256 2.268 -0.1775
H -4.522 0.632 0.383 0.3159
H -3.206 -0.174 -0.333 0.0916
H 1.442 0.903 1.329 0.2811
H 2.438 1.939 3.395 0.4244
H 1.025 3.241 4.942 0.3769
H -1.474 3.390 4.516 0.3451

=====

Entry 5:
72
Properties=species:S:1:pos:R:3:mulliken_charge:R:1 method="wB97M-V/def2-TZVPD" homo_ev=-8.75 spin_multiplicity=1 homo_lumo_gap_ev=9.0 energy_ev=-94588.8465
C 0.716 -1.684 -0.185 -0.6892
S 0.380 -0.655 1.221 0.5475
O -1.071 -0.453 1.428 -0.4470
C 0.904 -1.828 2.477 -1.1955
H 0.556 -1.095 -1.028 -0.1090
H 0.049 -2.525 -0.151 0.1922
H 1.742 -1.874 -0.130 0.6356
H 1.989 -1.751 2.664 0.4573
H 0.563 -2.846 2.323 0.1978
H 0.380 -1.501 3.376 0.4382
C 3.278 -2.315 -4.775 -0.8984
S 2.984 -2.940 -3.153 0.3655
O 2.923 -1.822 -2.176 -0.4646
C 1.352 -3.569 -3.488 -0.6355
H 4.176 -1.741 -4.786 0.3702
H 2.543 -1.595 -4.999 0.1871
H 3.375 -3.071 -5.537 0.3987
H 1.510 -4.440 -4.158 0.3815
H 0.861 -2.766 -4.018 0.1057
H 0.833 -3.870 -2.585 0.2619
C 3.605 3.169 -4.105 -0.6209
S 3.952 2.749 -2.369 0.4213
O 2.971 3.575 -1.608 -0.6311
C 3.291 1.147 -2.422 -0.4514
H 4.045 2.315 -4.623 0.3104
H 4.110 4.112 -4.334 0.3978
H 2.517 3.251 -4.170 -0.0212
H 2.332 1.106 -2.900 -0.1957
H 3.380 0.758 -1.413 0.3419
H 4.031 0.506 -2.864 0.4239
C -0.642 2.316 2.988 -0.5757
C 0.175 3.020 4.077 -0.3964
O -0.663 3.919 4.683 -0.1808
C -0.180 4.813 5.583 0.2964
O 1.008 4.914 5.852 -0.5267
C -1.341 5.499 6.304 0.9267
F -2.397 5.651 5.488 -0.2474
F -1.828 4.800 7.323 -0.2592
F -0.972 6.611 6.800 -0.2270
H 0.034 1.659 2.444 0.0729
H -1.295 2.964 2.381 0.3494
H -1.329 1.590 3.527 0.2041
H 1.055 3.588 3.706 0.3373
H 0.551 2.272 4.829 0.2571
C -3.931 -1.482 3.033 -1.2063
C -2.612 -2.187 3.313 0.1099
O -2.428 -3.267 2.305 -0.1952
C -2.008 -4.448 2.671 0.4413
O -1.809 -4.926 3.780 -0.5684
C -1.790 -5.412 1.494 0.8832
F -0.479 -5.554 1.198 -0.2725
F -2.295 -6.580 1.830 -0.2573
F -2.322 -5.115 0.343 -0.2564
H -3.865 -0.869 2.075 0.0818
H -4.239 -0.783 3.771 0.4036
H -4.772 -2.169 3.033 0.4237
H -2.766 -2.781 4.189 0.5175
H -1.660 -1.585 3.328 -0.1584
C -2.922 0.587 -1.535 -1.2250
C -1.456 0.473 -1.946 0.3287
O -1.187 1.404 -3.027 -0.2884
C -0.414 1.067 -4.046 0.4084
O 0.233 0.022 -4.096 -0.5434
C -0.428 2.169 -5.173 0.8260
F -1.663 2.443 -5.547 -0.2399
F 0.153 3.271 -4.710 -0.2437
F 0.280 1.704 -6.193 -0.2405
H -3.536 0.254 -2.374 0.4034
H -3.246 1.594 -1.254 0.3442
H -3.189 -0.031 -0.647 0.1087
H -1.274 -0.554 -2.226 0.2975
H -0.828 0.790 -1.088 0.0117